[1]
Computed, not measured: one molecule with the formula C25H30N4O3 at a distorted geometry, with ωB97M-V with the def2-TZVPD basis set.

**ΔE to the lowest compared entry with this formula, charge and spin**: 1.764 eV
**E_LUMO**: 0.59 eV
**Structure (SMILES)**: CCOC(=O)[C@@H]1CCCCN1C(=O)CCc1c(C)nc2cc(-c3ccccc3)nn2c1C
**Energy**: -38516.3277 eV
**Multiplicity**: 1
**Frontier orbital gap**: 8.53 eV
**Charge**: 0

CARTESIAN COORDINATES (ANGSTROEM)
C1 -4.415 -4.044 -0.189
C2 -5.319 -2.979 -0.792
O1 -5.332 -1.797 0.016
C3 -4.336 -0.935 -0.156
O2 -3.464 -1.053 -0.981
C4 -4.414 0.214 0.847
C5 -5.778 0.906 0.852
C6 -5.964 1.721 -0.423
C7 -4.810 2.708 -0.554
C8 -3.479 1.956 -0.593
N1 -3.329 1.143 0.595
C9 -2.197 0.976 1.324
O3 -2.180 0.245 2.300
C10 -0.950 1.705 0.866
C11 -0.415 1.082 -0.448
C12 0.858 0.314 -0.227
C13 0.846 -1.076 0.101
C14 -0.429 -1.830 0.282
N2 1.946 -1.760 0.282
C15 3.116 -1.137 0.171
C16 4.429 -1.560 0.301
C17 5.209 -0.417 0.075
C18 6.658 -0.294 0.088
C19 7.251 0.933 -0.210
C20 8.625 1.068 -0.204
C21 9.431 -0.018 0.101
C22 8.851 -1.240 0.399
C23 7.476 -1.380 0.394
N3 4.440 0.652 -0.180
N4 3.190 0.223 -0.124
C24 2.070 0.957 -0.321
C25 2.261 2.407 -0.626
H1 -4.465 -4.947 -0.791
H2 -4.732 -4.275 0.826
H3 -3.387 -3.692 -0.165
H4 -6.358 -3.311 -0.824
H5 -4.978 -2.716 -1.799
H6 -4.220 -0.230 1.833
H7 -6.555 0.149 0.951
H8 -5.828 1.570 1.717
H9 -6.917 2.251 -0.391
H10 -5.976 1.055 -1.289
H11 -4.911 3.299 -1.465
H12 -4.817 3.389 0.299
H13 -2.660 2.668 -0.661
H14 -3.452 1.314 -1.482
H15 -0.211 1.589 1.660
H16 -1.149 2.770 0.748
H17 -1.167 0.413 -0.864
H18 -0.231 1.870 -1.180
H19 -1.074 -1.743 -0.590
H20 -0.969 -1.439 1.143
H21 -0.192 -2.876 0.457
H22 4.751 -2.554 0.525
H23 6.612 1.769 -0.446
H24 9.074 2.023 -0.437
H25 10.506 0.088 0.106
H26 9.476 -2.089 0.638
H27 7.036 -2.337 0.629
H28 1.955 2.628 -1.648
H29 1.675 3.025 0.051
H30 3.316 2.647 -0.517

[2]
Computed, not measured: one molecule with the formula C25H30N4O4, with ωB97M-V with the def2-TZVPD basis set.

**ΔE to the lowest compared entry with this formula, charge and spin**: 1.937 eV
**E_LUMO**: 0.39 eV
**Structure (SMILES)**: COc1ccc(Nc2cc(C(=O)NCCCN3CCOCC3)c3ccccc3n2)cc1OC
**Energy**: -40562.3745 eV
**Multiplicity**: 1
**Frontier orbital gap**: 7.82 eV
**Charge**: 0

CARTESIAN COORDINATES (ANGSTROEM)
C1 -6.237 -3.114 0.017
O1 -6.457 -1.727 0.043
C2 -5.376 -0.901 -0.052
C3 -4.063 -1.311 -0.187
C4 -3.028 -0.390 -0.278
C5 -3.297 0.967 -0.213
N1 -2.305 1.940 -0.309
C6 -1.001 1.891 0.090
C7 -0.525 0.924 1.017
C8 0.790 0.955 1.381
C9 1.354 -0.068 2.329
O2 1.229 -0.020 3.536
N2 2.001 -1.045 1.667
C10 2.771 -2.080 2.314
C11 4.141 -2.211 1.648
C12 4.028 -2.687 0.197
N3 3.354 -1.714 -0.658
C13 4.252 -0.673 -1.139
C14 3.461 0.355 -1.950
O3 2.786 -0.248 -3.028
C15 1.914 -1.245 -2.559
C16 2.676 -2.327 -1.790
C17 1.644 1.958 0.848
C18 3.005 2.076 1.182
C19 3.768 3.074 0.636
C20 3.198 3.989 -0.261
C21 1.875 3.909 -0.594
C22 1.062 2.895 -0.049
N4 -0.234 2.840 -0.407
C23 -4.625 1.393 -0.099
C24 -5.661 0.484 -0.020
O4 -6.977 0.807 0.092
C25 -7.331 2.167 0.140
H1 -7.222 -3.568 0.118
H2 -5.787 -3.435 -0.929
H3 -5.603 -3.438 0.849
H4 -3.821 -2.361 -0.236
H5 -2.019 -0.742 -0.424
H6 -2.548 2.799 -0.783
H7 -1.202 0.206 1.450
H8 2.140 -1.004 0.659
H9 2.868 -1.811 3.370
H10 2.238 -3.037 2.250
H11 4.739 -2.935 2.203
H12 4.655 -1.249 1.689
H13 5.031 -2.925 -0.193
H14 3.441 -3.609 0.184
H15 4.715 -0.173 -0.287
H16 5.047 -1.102 -1.773
H17 4.133 1.098 -2.381
H18 2.738 0.861 -1.294
H19 1.427 -1.670 -3.438
H20 1.153 -0.797 -1.900
H21 1.972 -3.076 -1.421
H22 3.391 -2.815 -2.474
H23 3.432 1.377 1.887
H24 4.812 3.165 0.897
H25 3.817 4.768 -0.683
H26 1.419 4.610 -1.276
H27 -4.821 2.453 -0.072
H28 -8.415 2.184 0.237
H29 -7.042 2.692 -0.776
H30 -6.883 2.670 1.004